DFT (the ωB97M-V functional and the def2-TZVPD basis) results for 6 unconnected molecules or ions with the total composition C25H68NO23P5.

Geometry as XYZ:
```
122
Properties=species:S:1:pos:R:3:forces:R:3:mulliken_charge:R:1
C 2.6751 -0.6798 1.4046 0.3 0.0 0.3 -0.19
C 3.5488 0.6383 0.9718 0.3 0.1 0.8 -0.77
C 2.8448 2.0828 1.4141 0.5 -1.4 -0.2 1.06
C 2.3049 2.8355 0.0636 0.9 0.5 -0.4 -0.91
O 0.9467 3.3901 0.1510 1.0 -2.1 -1.1 -0.44
C -0.0850 2.4210 -0.2568 -1.6 0.3 1.5 0.11
N -1.2462 3.2409 -0.8466 1.5 -0.2 1.4 -0.31
C -0.5560 1.6578 1.1559 0.1 0.1 -1.2 -0.13
C -1.9987 0.9015 1.0134 0.0 -0.9 -0.5 0.32
C -2.7382 0.5097 2.4178 0.1 -0.1 0.2 -0.61
C -1.9571 0.9634 3.7820 -0.7 -0.7 0.4 -0.22
O -2.0475 2.4188 4.0848 -0.2 -0.9 -1.7 -0.53
O 3.8620 2.9098 2.1371 -2.5 -0.5 0.6 -0.50
C 3.3610 3.2519 3.4777 0.2 1.1 1.4 -0.26
H 1.8183 -0.9206 0.6283 1.7 0.5 1.6 -0.15
H 3.3944 -1.6205 1.5016 -1.7 2.0 -0.3 0.18
H 2.1865 -0.4913 2.4697 1.0 -0.5 -2.2 0.18
H 3.7442 0.6062 -0.1817 -0.2 0.1 2.2 0.26
H 4.5760 0.6057 1.5641 -2.1 0.0 -1.4 0.28
H 2.0252 1.8251 2.2081 1.2 0.6 -1.8 0.09
H 2.3797 2.1438 -0.9046 -0.2 1.2 2.2 0.31
H 3.0561 3.7348 -0.1491 -1.7 -1.8 0.6 0.28
H 0.2707 1.6073 -1.0192 -0.3 1.8 1.2 0.19
H -0.8287 4.1042 -1.3004 -0.8 -1.3 1.0 0.22
H -1.8972 3.5285 -0.0567 1.4 -0.2 -1.4 0.18
H -0.5140 2.5055 1.9733 -0.1 -1.8 -1.5 0.23
H 0.2726 0.8346 1.3493 -1.7 1.8 -0.1 -0.44
H -1.7855 -0.1264 0.4442 -0.5 2.3 1.1 -0.33
H -2.7906 1.4692 0.3517 1.9 -0.9 1.2 0.27
H -3.7865 1.0345 2.4207 1.9 -1.1 0.2 0.29
H -2.8951 -0.6734 2.4261 0.3 2.6 0.2 0.22
H -2.4992 0.4210 4.6959 1.2 1.2 -2.0 0.29
H -0.8332 0.6280 3.7980 -2.1 0.7 -0.2 0.13
H -2.2202 2.9518 3.2531 0.4 -1.3 1.4 0.33
H 2.2209 3.5712 3.5048 2.3 -0.7 -0.3 0.17
H 3.5230 2.4054 4.2853 -0.3 1.4 -1.8 0.22
H 3.9788 4.1896 3.8800 -1.2 -2.1 -1.1 -0.01
C 6.4757 -5.8597 0.5462 0.3 -0.3 -0.7 -0.62
O 5.3941 -4.9975 0.7915 -2.3 -0.9 -1.1 -0.32
P 4.0600 -5.2711 1.8583 4.5 4.3 6.9 1.05
O 4.1412 -3.8170 2.3376 -0.8 -0.5 -1.6 -0.57
O 5.0349 -6.2202 2.8088 -0.9 -0.6 -0.5 -0.42
C 6.1149 -5.6446 3.5347 0.5 -0.1 -0.2 -0.79
O 2.7258 -5.5446 2.9251 -1.1 -1.1 -2.9 -0.34
C 2.9179 -5.8912 4.2807 0.2 -0.7 0.1 -0.53
H 6.7422 -5.7862 -0.5092 -0.1 0.0 0.0 0.26
H 7.3503 -5.5209 1.1266 -0.4 -0.2 0.0 0.23
H 6.2201 -6.8946 0.7651 0.3 0.0 0.2 0.33
H 6.2797 -4.5951 3.2856 -0.2 0.0 0.0 0.39
H 7.0228 -6.2084 3.3026 -0.1 0.1 0.1 0.28
H 5.9228 -5.7434 4.6055 -0.1 0.0 -0.1 0.28
H 3.5848 -5.1851 4.7773 0.1 0.0 -0.1 0.26
H 3.2960 -6.9090 4.3602 0.1 0.0 0.2 0.24
H 1.9462 -5.8628 4.7826 0.0 0.1 -0.4 0.24
C -2.7096 3.8846 -3.4643 0.3 -0.9 -0.4 -0.62
O -2.2121 5.1068 -2.9825 2.0 1.0 -1.6 -0.20
P -2.4386 6.6747 -3.6776 -7.5 1.4 5.4 0.93
O -2.6620 7.2651 -2.2803 1.7 -0.4 -0.7 -0.56
O -3.8915 6.1707 -4.3019 0.7 0.3 -0.8 -0.41
C -4.9819 5.8704 -3.4387 -0.1 -0.5 0.0 -0.82
O -2.6652 8.2427 -4.3726 2.8 -1.0 -1.4 -0.40
C -3.9512 8.7426 -4.6739 -0.2 -0.3 -0.6 -0.48
H -1.9581 3.1134 -3.2884 -0.1 0.1 0.0 0.22
H -3.6058 3.6030 -2.8861 0.2 0.2 -0.3 0.21
H -2.9137 3.9287 -4.5323 -0.3 0.0 0.0 0.42
H -4.7024 5.8855 -2.3840 0.1 0.1 -0.1 0.40
H -5.3536 4.8731 -3.6902 0.0 0.1 0.0 0.29
H -5.7895 6.5843 -3.6160 0.1 0.1 0.0 0.30
H -4.6119 8.6781 -3.8083 0.0 -0.2 0.1 0.23
H -4.3714 8.2135 -5.5275 -0.3 0.0 0.1 0.23
H -3.8521 9.7947 -4.9574 0.4 -0.1 0.1 0.26
C -0.4313 -3.0480 0.0790 0.6 0.3 0.4 -0.61
O -1.4241 -2.4660 -0.7268 1.1 1.5 -1.9 -0.24
P -1.8374 -2.8958 -2.3508 -6.6 -5.9 3.0 1.04
O -3.3263 -2.7596 -2.0110 1.1 1.5 -0.3 -0.58
O -1.3429 -4.4510 -2.0484 0.6 0.5 -0.8 -0.40
C -2.0654 -5.2734 -1.1395 0.3 -0.1 0.4 -0.82
O -2.2508 -3.3255 -3.9747 2.2 2.4 -0.4 -0.37
C -2.5629 -4.6552 -4.3345 0.5 -0.5 -0.2 -0.42
H 0.0307 -2.2618 0.6780 0.0 0.0 0.0 0.11
H -0.9016 -3.7573 0.7807 0.1 0.1 -0.4 0.26
H 0.3425 -3.5235 -0.5203 0.0 -0.3 0.2 0.40
H -2.8482 -4.7297 -0.6083 0.0 0.1 -0.2 0.40
H -1.3598 -5.6783 -0.4085 -0.1 0.0 0.0 0.26
H -2.5041 -6.1130 -1.6835 0.0 0.1 -0.1 0.30
H -3.3388 -5.0667 -3.6875 0.1 0.1 0.2 0.18
H -1.6665 -5.2725 -4.3124 -0.1 -0.2 0.1 0.26
H -2.9339 -4.6535 -5.3638 0.1 0.4 0.1 0.20
C -5.7861 -5.5390 -11.0315 -0.1 0.2 -0.7 -0.60
O -4.7716 -5.3108 -10.0870 0.8 2.6 0.0 -0.34
P -4.9179 -4.4840 -8.5744 -1.7 -8.0 4.4 1.00
O -4.0367 -5.5455 -7.9056 0.7 1.4 -1.0 -0.55
O -6.5075 -4.9536 -8.4895 0.1 1.1 0.0 -0.39
C -6.8459 -6.3249 -8.3173 -0.2 -0.2 -0.4 -0.81
O -5.0642 -3.6572 -7.0619 0.9 2.4 -2.1 -0.35
C -6.0414 -4.0199 -6.1088 -0.7 0.3 -0.1 -0.54
H -5.3534 -5.4531 -12.0293 0.0 0.1 0.0 0.25
H -6.1563 -6.5727 -10.9256 0.0 0.4 0.2 0.23
H -6.5887 -4.8098 -10.9407 -0.2 -0.2 0.0 0.33
H -5.9799 -6.9853 -8.3833 0.1 0.2 0.1 0.41
H -7.5605 -6.6020 -9.0975 0.0 0.0 0.1 0.28
H -7.3368 -6.4565 -7.3503 0.1 0.1 0.0 0.29
H -5.9986 -5.0870 -5.8870 0.0 -0.1 -0.2 0.23
H -7.0322 -3.7315 -6.4557 -0.1 -0.2 0.1 0.29
H -5.8431 -3.4653 -5.1868 0.3 0.1 -0.3 0.29
C 5.9114 4.2817 10.3058 0.0 -0.1 0.7 -0.60
O 5.2844 3.5730 9.2676 -2.6 -0.3 0.5 -0.34
P 4.2167 4.2086 8.0639 7.1 1.3 -5.8 0.98
O 4.9066 3.3521 6.9955 -1.3 -0.7 1.2 -0.53
O 4.9868 5.6744 8.1773 -1.1 0.1 0.3 -0.39
C 6.3339 5.8167 7.7420 0.3 0.1 0.4 -0.81
O 3.1490 4.8441 6.8601 -2.0 -0.9 2.3 -0.33
C 3.5091 5.9483 6.0564 -0.1 0.6 0.4 -0.59
H 5.9410 3.6431 11.1899 -0.1 0.0 0.0 0.25
H 6.9564 4.4934 10.0227 -0.4 0.1 -0.1 0.23
H 5.3672 5.1902 10.5557 0.3 0.2 0.0 0.33
H 6.7939 4.8645 7.4732 -0.2 0.0 0.0 0.41
H 6.9103 6.2695 8.5538 0.0 0.0 -0.1 0.29
H 6.3668 6.4961 6.8873 -0.1 -0.1 0.0 0.29
H 4.4744 5.7868 5.5746 0.1 -0.1 0.1 0.24
H 3.5155 6.8609 6.6499 0.2 0.1 -0.1 0.29
H 2.7487 6.0686 5.2791 -0.1 -0.3 0.2 0.31
```
Positions in Å, forces in eV/Å.

The total charge is 0. As for the spin multiplicity: 1. The value obtained for the energy is -122033.497 eV. As for the LUMO energy: -0.107 Eh.



DFT (the ωB97M-V functional and the def2-TZVPD basis) results for 10 unconnected molecules or ions with the total composition C25H71NO9.

Geometry as XYZ:
```
106
Properties=species:S:1:pos:R:3:forces:R:3:mulliken_charge:R:1
N 14.5810 -23.7824 4.7377 0.5 0.9 0.1 -0.04
H 15.1937 -24.4976 4.2999 -0.2 -0.1 -0.4 0.27
H 14.3044 -24.1085 5.6934 -0.7 -1.1 1.4 0.19
H 13.7546 -23.5461 4.1996 0.0 -0.2 -0.1 0.43
H 15.1279 -22.9385 4.9000 0.0 0.0 -0.2 0.46
C 13.7842 -26.0960 7.6131 1.0 0.8 1.1 0.48
O 13.8016 -24.7828 7.1535 -0.1 0.1 -0.6 -0.75
H 14.4363 -26.1730 8.5081 0.1 -0.1 0.1 -0.16
H 12.8217 -26.4098 8.0402 -0.3 -0.3 -0.6 -0.18
H 14.2384 -26.8562 6.9587 -0.5 -0.1 -0.4 -0.18
C 9.8255 -26.2881 8.7049 -0.1 0.1 0.3 -0.70
C 8.6530 -26.9742 9.3893 -0.3 0.6 -0.4 0.30
C 7.6877 -27.6025 8.3761 0.2 -0.4 0.9 -1.48
O 9.1741 -27.9034 10.3314 -0.3 -0.7 0.3 -0.61
H 10.3515 -26.9702 8.0346 -0.2 0.0 -0.2 0.08
H 10.5577 -26.0141 9.4687 0.0 0.3 0.0 0.16
H 9.5090 -25.3848 8.1832 0.2 -0.1 -0.1 0.46
H 8.0652 -26.2523 9.9703 0.1 0.2 -0.1 0.28
H 8.2219 -28.2974 7.7282 0.0 0.2 -0.3 0.34
H 7.1749 -26.7955 7.8560 0.3 -0.1 -0.4 0.39
H 6.9021 -28.1840 8.8632 0.1 0.0 0.2 0.40
H 9.5508 -27.3872 11.0495 0.0 0.0 0.0 0.29
C 15.3557 -29.8453 2.8086 -0.8 -0.2 -0.1 -1.22
C 14.4874 -28.6081 2.6394 -0.1 0.8 -0.5 0.63
C 14.0515 -27.9538 3.9405 -0.3 0.2 -0.1 -1.09
O 15.2139 -27.6492 1.8312 0.4 0.7 0.8 -0.59
H 15.6102 -30.2241 1.8181 0.1 -0.2 0.1 0.43
H 14.8288 -30.6220 3.3661 -0.1 -0.1 -0.2 0.34
H 16.2634 -29.6511 3.3768 0.1 0.3 -0.1 0.19
H 13.5604 -28.6773 2.0600 0.0 -1.2 0.2 0.27
H 14.8727 -27.5910 4.5572 0.0 -0.3 0.1 -0.03
H 13.4059 -28.6453 4.4842 0.4 -0.2 0.2 0.52
H 13.3724 -27.1163 3.7627 0.3 0.2 -0.3 0.37
H 15.3751 -27.9910 0.9491 0.0 -0.2 0.0 0.30
C 17.5168 -25.6601 5.4900 0.6 0.6 -0.1 -1.18
C 17.5531 -25.6670 3.9660 0.6 -1.1 0.2 0.67
C 18.1811 -26.9747 3.4464 -0.3 -0.1 0.1 -1.22
O 16.2208 -25.5577 3.4541 0.4 0.0 -0.2 -0.66
H 18.5514 -25.7669 5.8252 -0.1 -0.3 0.2 0.46
H 16.8735 -26.4286 5.9176 0.1 -0.1 -0.1 0.17
H 17.2034 -24.6922 5.8889 -0.2 0.0 -0.1 0.29
H 18.2062 -24.8585 3.6271 -0.5 0.4 -0.2 0.27
H 18.1140 -27.0968 2.3647 -0.2 0.3 0.0 0.38
H 17.6219 -27.7964 3.8995 0.1 -0.2 0.0 0.04
H 19.2343 -27.1153 3.6880 0.0 0.3 0.3 0.43
H 16.0033 -26.4079 3.0266 -0.2 0.4 -0.3 -0.01
C 15.8906 -26.4528 13.7621 0.0 0.3 -0.3 -1.04
C 16.2711 -27.7868 13.1426 0.3 0.3 0.1 0.61
C 15.6251 -27.9628 11.7836 -1.0 -0.2 0.1 -0.80
O 17.6832 -27.9003 13.0034 0.4 0.5 0.2 -0.57
H 16.4532 -26.2404 14.6702 -0.1 -0.1 0.1 0.37
H 14.8189 -26.4741 13.9691 0.0 0.0 0.3 0.36
H 16.0283 -25.6105 13.0812 0.2 -0.1 -0.1 0.01
H 15.9831 -28.5227 13.9037 -0.4 -0.4 -0.5 0.15
H 15.9628 -28.8753 11.2865 -0.1 -0.1 0.0 0.10
H 15.7649 -27.1231 11.1005 0.5 0.1 0.2 0.30
H 14.5378 -28.0129 11.8880 0.0 -0.3 0.1 0.20
H 17.8764 -28.5192 12.2961 0.0 -0.1 0.0 0.30
C 12.4265 -28.9136 10.0492 0.9 -0.5 0.4 -1.16
C 11.7386 -29.8645 9.0822 -0.3 -0.2 -0.2 1.05
C 12.5412 -31.1518 8.8417 0.4 0.5 0.6 -1.21
O 10.4700 -30.2544 9.5778 -0.1 -0.4 0.3 -0.64
H 12.6549 -29.4296 10.9889 -0.2 -0.3 0.0 0.53
H 11.8765 -28.0288 10.3630 -0.2 0.1 -0.6 0.27
H 13.4152 -28.6261 9.6819 -0.1 0.3 -0.2 0.10
H 11.5929 -29.4050 8.0965 0.1 0.4 0.0 -0.01
H 11.9928 -31.8665 8.2327 -0.1 0.0 0.1 0.43
H 12.7980 -31.5703 9.8179 -0.3 -0.3 0.0 0.38
H 13.5093 -30.9548 8.3746 -0.1 0.2 -0.2 -0.05
H 10.0467 -29.5242 10.0629 0.1 0.0 -0.5 0.42
C 17.4509 -23.4062 9.2558 0.2 0.0 0.5 -1.01
C 16.0540 -23.5775 9.8399 -0.1 -0.1 -1.1 1.69
C 15.8548 -22.8252 11.1385 -0.4 -0.6 0.4 -1.51
O 15.1255 -23.0742 8.8824 -0.1 0.2 0.2 -0.58
H 17.6494 -22.3376 9.1528 0.1 0.0 -0.1 0.32
H 17.5404 -23.8880 8.2825 -0.1 0.0 0.0 -0.07
H 18.2057 -23.8445 9.9148 0.1 0.1 0.0 0.37
H 15.8503 -24.6524 9.9060 0.1 0.0 0.6 -0.47
H 16.4443 -23.2146 11.9710 0.4 0.1 -0.2 0.35
H 14.8278 -22.9617 11.4848 -0.1 0.2 -0.3 0.32
H 16.0470 -21.7626 10.9935 0.0 0.0 0.0 0.35
H 14.7138 -23.8176 8.3889 -0.2 0.1 -0.4 0.12
C 10.2017 -21.2333 7.7202 0.2 -0.6 -0.4 -1.47
C 11.3163 -22.2399 7.9578 0.7 -0.3 0.4 0.77
C 11.4033 -22.6049 9.4345 0.2 0.0 -0.2 -1.13
O 11.1010 -23.4185 7.2041 -0.9 0.0 -0.5 -0.57
H 10.1327 -20.9472 6.6698 0.2 0.2 0.0 0.35
H 10.3915 -20.3729 8.3603 -0.2 0.1 -0.1 0.37
H 9.2369 -21.6843 7.9611 0.0 0.0 0.2 0.34
H 12.2893 -21.8175 7.6767 -0.1 0.2 -0.1 0.13
H 10.3818 -22.7311 9.7972 0.1 -0.1 0.4 0.33
H 11.9689 -21.8694 10.0088 -0.3 0.2 0.1 0.38
H 11.9798 -23.5270 9.5280 -0.1 -0.1 0.1 0.17
H 11.7587 -24.0979 7.4212 0.6 0.3 -0.1 0.17
C 16.2768 -29.9955 6.7492 0.2 2.2 0.2 -0.55
C 17.2386 -30.8217 7.5660 -1.0 -1.2 -0.1 0.24
C 16.6122 -31.3145 8.8787 -0.4 0.6 0.1 -0.84
O 17.5400 -31.9692 6.7618 0.9 0.0 0.0 -0.58
H 15.4016 -30.5234 6.3763 0.0 -0.1 0.2 0.25
H 16.7578 -29.4653 5.9206 0.3 -0.8 -0.4 0.04
H 16.0020 -29.0868 7.3042 -0.6 -0.4 0.4 0.14
H 18.1498 -30.2569 7.7651 0.1 -0.2 -0.2 0.35
H 16.1532 -30.4741 9.4061 0.0 0.0 0.0 -0.11
H 17.2750 -31.8123 9.5855 0.4 0.0 -0.3 0.38
H 15.7944 -32.0121 8.6756 0.0 0.0 -0.2 0.30
H 16.8388 -32.6105 6.9060 0.0 0.0 0.0 0.37
```
Positions in Å, forces in eV/Å.

The total charge is 0. As for the spin multiplicity: 1. The value obtained for the energy is -46992.431 eV. The value obtained for the energy relative to the best compared isomer or geometry (same formula, charge and spin) is 0.830 eV. As for the LUMO energy: 0.007 Eh.



Among the records above, which one has the highest energy?
C25H71NO9



Number 2 is which compound?
C25H71NO9



Look up the spin multiplicity of the first one.
1



Which of these has the highest energy?
C25H71NO9